[1]
16
Properties=species:S:1:pos:R:3:forces:R:3 method="wB97M-V/def2-TZVPD" multiplicity=1 e_above_lowest_kj_mol=554.2 lumo_energy_ev="0.70 / 0.21" total_charge=0
O 1.6996 0.1446 1.5857 -0.2895 0.4708 0.3388
C 1.4833 -0.6036 0.4928 1.0743 -0.7405 0.1079
C 0.3107 -0.5785 -0.2716 -1.3288 0.6294 -0.5295
C -1.1452 -0.7278 0.4190 0.1753 -0.8888 0.2791
C -1.7861 0.3470 -0.4260 0.0252 0.0931 -0.3045
C -0.3425 0.8040 -0.6104 -0.0963 0.0346 0.4893
H 0.9543 0.7538 1.7025 0.1733 -0.0743 0.0446
H 2.0812 0.8716 -1.2277 -0.2486 0.3062 -0.2662
H 2.3150 -1.2692 0.2889 -0.1832 0.0673 0.0279
H 0.3912 -1.2287 -1.1462 -0.0544 0.0642 0.1356
H -1.0978 -0.4691 1.4791 -0.0071 -0.0369 -0.1523
H -1.4815 -1.7621 0.2979 -0.1066 0.1809 0.0790
H -2.2321 -0.0375 -1.3497 0.0415 0.0231 0.1804
H -2.4813 1.0224 0.0737 0.1291 -0.0470 -0.0848
H -0.0630 1.5669 0.1350 -0.0155 -0.0089 -0.2973
H 1.3941 1.1662 -1.4428 0.7113 -0.0732 -0.0481

[2]
28
Properties=species:S:1:pos:R:3:forces:R:3 method="wB97M-V/def2-TZVPD" multiplicity=1 e_above_lowest_kj_mol=105.7 lumo_energy_ev=-4.12 total_charge=+1
C 1.3788 3.6723 -0.1901 0.2153 1.0872 0.1846
C 0.3490 3.0611 -0.8137 -0.8966 -2.9837 0.7691
C 2.2311 2.9541 0.6084 -0.5995 -0.4016 0.1380
C 0.1296 1.6624 -0.6202 0.0621 1.2866 -1.4942
C 2.0325 1.6215 0.8352 0.1842 0.8232 -0.7559
C 1.0107 0.9649 0.2042 -1.4729 -0.6649 -1.3524
C 0.8479 -0.4782 0.3622 1.4874 -1.9567 0.8482
C 0.9309 -1.4374 -0.6050 -0.2407 0.5990 2.7340
C -0.7479 -3.1183 0.5674 -1.6089 -1.0150 0.4281
C 1.2074 -1.1472 -1.9813 2.1454 0.6922 -1.5116
C -2.8831 -2.1322 1.0992 0.8018 0.3029 -0.5471
N -1.4943 -2.0562 0.6664 -1.1275 -3.0742 1.1062
S 0.7578 -3.1205 -0.0471 2.0104 -0.1835 -1.5939
S 0.9209 -1.1168 2.0504 1.1989 2.1030 1.0097
H 1.4798 4.7337 -0.2881 0.2387 0.4214 -0.0421
H -0.4122 3.5680 -1.3161 -0.7098 0.9961 -1.0648
H 2.9890 3.4118 1.1527 1.3761 0.9490 0.5678
H -0.6500 1.2249 -1.3152 0.8378 0.0919 1.4316
H 2.7871 1.1162 1.3544 0.7610 -0.8272 0.9547
H -1.0624 -4.1698 0.8576 -0.1061 1.6551 0.0434
H 1.9638 -0.2780 -2.0320 -0.1531 -1.9103 -0.0846
H 0.4289 -0.5655 -2.3239 -2.2950 0.7054 -1.4012
H 1.3542 -2.0357 -2.6373 0.2520 0.9568 0.4682
H -3.4311 -2.5582 0.3206 -1.1419 -0.6261 -1.2865
H -3.0360 -2.7096 1.9589 0.2957 -0.9270 1.3217
H -3.2548 -1.1745 1.2968 -0.3797 1.5002 0.2153
H -1.1313 -1.2634 0.2212 0.4191 1.7204 -0.5147
H 1.8833 -0.1567 2.5132 -1.5541 -1.3203 -0.5718

[3]
86
Properties=species:S:1:pos:R:3:forces:R:3 method="wB97M-V/def2-TZVPD" multiplicity=1 lumo_energy_ev=-4.20 total_charge=+1
C -6.0969 -1.0457 -8.0228 0.1806 0.1062 0.5473
C -5.0278 -2.1459 -7.4567 0.0884 1.1622 -0.8439
C -4.2003 -1.3981 -6.2942 -1.6616 1.1840 -0.5234
N -3.8526 -2.2481 -5.1156 2.0697 -2.8798 3.8627
C -2.4721 -2.6212 -4.7955 -1.7803 -2.3545 3.9875
C -2.5242 -3.4602 -3.4742 -1.6738 1.5343 -3.4775
C -1.2788 -4.0853 -2.6469 -0.2682 0.4590 -0.8102
F -0.2643 -4.5603 -3.5554 -2.8565 0.9444 2.4289
F -1.6891 -5.1027 -1.7303 1.0872 2.5118 -2.4049
C -0.6163 -2.8228 -1.8653 0.7510 1.5697 0.2177
F -0.0670 -1.9018 -2.8332 -1.5060 -2.4805 2.1901
F -1.5607 -2.0859 -1.0975 1.8090 -2.0453 -1.8458
C 0.5925 -3.2155 -0.8851 2.8452 0.1569 1.8841
F 1.1091 -2.0107 -0.2830 -1.7321 -3.0106 -2.1128
F 0.2254 -4.0622 0.1935 0.6316 2.1115 -3.1461
F 1.6924 -3.8140 -1.5804 -3.3867 1.5479 1.7799
N -3.9499 -3.5597 -3.1094 0.6845 2.6780 -3.5202
C -4.5995 -4.2303 -1.9471 -1.2245 -0.4465 0.7927
C -4.9067 -5.8154 -2.2131 0.1495 -0.0640 0.5894
F -4.3253 -6.2589 -3.4738 -1.1557 0.9607 2.5047
C -4.7220 -2.8220 -4.0892 3.3369 0.1532 -0.8478
H -6.7499 -0.6116 -7.1658 1.1287 -0.8329 -1.3205
H -6.8227 -1.4905 -8.7870 1.3063 0.6431 0.9583
H -5.5022 -0.1536 -8.4662 -1.1274 -1.5666 0.5624
H -5.5475 -3.1129 -7.1321 0.8842 1.4428 -0.3052
H -4.2792 -2.3448 -8.3166 -1.3578 -0.1005 1.4615
H -3.2736 -0.8697 -6.7360 -1.2968 -1.1922 1.0891
H -4.8892 -0.5549 -5.8898 1.2678 -1.3968 -0.5448
H -1.5061 -2.3675 -5.3729 -2.1390 -0.2874 0.9158
H -5.6159 -3.7021 -1.7792 1.7517 -0.7830 -0.4100
H -4.0181 -4.0847 -0.9611 -0.5765 -0.1693 -1.9476
H -6.0460 -6.0041 -2.1737 1.9106 0.3197 -0.6670
H -4.4750 -6.3984 -1.3131 -0.3354 0.7225 -1.8712
H -5.8503 -2.6474 -4.1303 1.9507 -0.5103 0.3804
O 4.4585 -1.9738 5.9303 -2.6025 -2.4398 -2.5359
P 3.5951 -1.1189 4.9959 3.9123 7.5654 3.7892
O 4.8302 -0.2014 4.3670 -0.4397 -1.1154 -0.8103
C 6.0478 -0.8011 3.9458 0.5657 0.1321 -0.1689
C 6.1091 -0.8549 2.4320 -0.0942 -0.0083 -0.1354
O 3.0789 -0.0494 6.1462 -0.9663 -0.8926 -0.9122
C 2.7804 -0.5061 7.4601 0.1674 0.0586 0.5581
C 3.8923 -0.0881 8.4030 0.1831 0.0637 0.0578
O 2.5504 -0.2572 3.9441 -0.5587 -3.4105 0.3210
C 2.4542 -0.6858 2.5947 -0.1656 0.0734 -0.5250
C 2.2174 -2.1771 2.4662 0.0536 -0.0746 0.1598
H 6.1850 -1.8038 4.3549 -0.1313 0.1214 0.1745
H 6.8625 -0.1757 4.3220 -0.1078 -0.0162 0.0593
H 5.3706 -1.5626 2.0438 0.0524 -0.0401 -0.0201
H 7.0974 -1.1783 2.0962 -0.0641 0.0224 0.0160
H 5.8875 0.1225 1.9952 0.1077 -0.0343 0.0663
H 2.6243 -1.5879 7.4818 0.1423 0.0938 -0.0015
H 1.8415 -0.0381 7.7700 0.0262 0.0347 -0.1605
H 4.8585 -0.4819 8.0795 -0.1565 -0.1275 -0.0061
H 3.6953 -0.4385 9.4193 -0.0098 0.0373 -0.0556
H 3.9872 1.0013 8.4202 -0.1182 -0.0864 0.0265
H 3.3475 -0.3763 2.0479 0.1254 -0.0561 0.0302
H 1.6094 -0.1498 2.1511 0.0144 0.0629 0.1840
H 3.0821 -2.7467 2.8249 0.0939 0.0149 -0.0024
H 2.0422 -2.4489 1.4279 0.2025 -0.0555 0.3610
H 1.3553 -2.4849 3.0640 -0.0188 0.0767 -0.0676
O 0.7425 5.3024 -1.1513 3.6705 -1.8127 1.4110
P 0.7959 5.2411 0.3798 -8.1616 4.1611 0.4364
O -0.6739 4.4939 0.5992 0.9788 -1.0217 -0.0756
C -1.0555 3.3829 -0.1971 -0.3990 -0.1943 -0.0574
C -0.9499 2.1012 0.6065 0.0784 -0.0925 0.1523
O 0.3035 6.7966 0.6456 1.3452 -0.6362 0.4527
C 0.7431 7.8396 -0.2159 -0.1889 0.3794 -0.3518
C -0.3954 8.2512 -1.1296 -0.1817 -0.0025 -0.1022
O 0.9777 5.1676 2.0818 2.7771 -0.7207 -2.1955
C 1.4487 3.9562 2.6526 0.1476 -0.3897 0.5452
C 2.6899 3.4265 1.9632 0.0458 0.0329 0.0232
H -0.4598 3.2955 -1.1081 0.0074 0.2413 0.0306
H -2.0960 3.5419 -0.4956 0.0525 0.0833 0.0121
H 0.0974 1.8685 0.8201 -0.0122 -0.0396 -0.0313
H -1.3780 1.2611 0.0530 0.0114 0.0188 0.0125
H -1.4665 2.1954 1.5651 -0.0328 -0.0049 -0.1189
H 1.6257 7.5410 -0.7876 -0.1641 -0.0248 -0.0214
H 1.0355 8.6874 0.4101 -0.0336 -0.1364 0.0924
H -0.7591 7.4061 -1.7188 0.2005 0.0132 0.0140
H -0.0809 9.0437 -1.8134 -0.0158 -0.0233 0.0601
H -1.2439 8.6121 -0.5414 0.1432 0.0453 0.0020
H 0.6466 3.2152 2.6522 -0.0520 -0.0291 -0.1007
H 1.6829 4.1685 3.6996 -0.0803 0.1479 -0.1246
H 2.4699 3.1242 0.9326 -0.0751 -0.0713 -0.0668
H 3.0838 2.5569 2.4951 0.0061 0.0395 -0.0617
H 3.4654 4.1952 1.9174 -0.0359 -0.0512 0.1074

[4]
65
Properties=species:S:1:pos:R:3:forces:R:3 method="wB97M-V/def2-TZVPD" multiplicity=1 lumo_energy_ev=-0.32 total_charge=0
Na 0.0750 1.4223 -0.0991 -0.2531 -0.7603 0.3129
C 3.3404 1.0943 -1.0621 0.3391 -0.8695 0.1363
O 2.6577 1.2888 0.1592 -0.0397 0.9879 0.0770
C 3.1372 2.4233 0.8811 -0.0973 -0.7244 0.7144
C 2.2712 2.4984 2.1366 0.6753 -0.7930 0.3143
O 0.8781 2.5711 1.8540 0.2850 0.3588 -0.0116
C 0.2613 3.8344 1.9962 -0.5720 0.5381 0.5791
C 0.0459 4.5881 0.6820 0.1334 0.7164 0.3350
O -0.5189 3.7138 -0.2747 0.2608 0.0575 0.3027
C -0.6487 4.2721 -1.5685 0.2067 -0.1815 -0.1737
H 4.3139 0.5797 -0.8999 -0.4664 0.3971 -0.0921
H 2.7028 0.4411 -1.6549 0.1142 -0.0387 -0.1821
H 3.4909 2.0409 -1.5680 0.1109 0.2248 -0.2583
H 4.1735 2.2609 1.2254 -0.1370 -0.0657 -0.1555
H 3.1568 3.3449 0.2840 -0.3668 -0.1214 -0.1277
H 2.4363 1.5443 2.7079 -0.2506 0.7870 -0.5451
H 2.6419 3.3164 2.7738 -0.4208 -0.0244 -0.1378
H -0.7203 3.6818 2.4888 0.3836 -0.2137 -0.4365
H 0.8173 4.4764 2.7078 -0.0430 -0.2061 -0.4369
H -0.6268 5.4460 0.8922 0.0065 -0.4206 -0.0718
H 0.9693 5.0826 0.3169 -0.0808 -0.6025 -0.0909
H -1.2966 5.1495 -1.5802 -0.0527 0.0460 0.1058
H 0.3377 4.5444 -1.9767 -0.2117 -0.0291 0.0665
H -1.0950 3.4855 -2.1764 0.0047 0.1556 -0.1311
C -3.3834 1.4302 -0.1250 0.2473 -0.7934 0.5300
O -2.2181 0.5989 -0.0263 -0.4096 0.1740 -0.3379
Si -2.1828 -1.0143 -0.6861 -0.3801 -0.2485 0.9466
C -2.6315 -0.7096 -2.4722 -0.0492 -0.1624 -0.6965
C -3.6773 -2.0604 -0.0808 -0.6940 0.7077 -0.1596
C -0.6005 -1.6836 -0.2056 0.5132 1.0113 -1.0998
Si -0.1404 -1.9191 1.5079 -0.2286 -0.0084 0.6595
C -0.5996 -3.6214 2.1345 0.1320 -0.7000 0.9317
C -0.8752 -0.6326 2.7340 -0.5211 -0.6279 0.4122
C 1.6954 -1.8983 1.9536 0.7363 0.6024 0.8176
Si 0.4070 -2.5174 -1.4617 0.1604 -1.0879 0.4598
C 2.1572 -3.0170 -0.8849 0.3618 -0.8624 -0.3482
C -0.2668 -4.2632 -1.9433 0.5694 0.5091 -0.8904
C 0.7182 -1.5982 -3.0987 -0.1905 0.4333 -0.0909
H -4.2092 0.9626 0.4226 -0.0328 0.0630 -0.0196
H -3.7213 1.5579 -1.1595 0.2152 0.2313 0.0530
H -3.1623 2.3778 0.3762 -0.0504 0.0239 -0.3517
H -3.7038 -0.4085 -2.5934 0.9341 -0.1037 0.0898
H -2.4700 -1.6077 -3.0914 -0.1398 0.1823 0.2039
H -1.9451 0.0453 -2.8767 -0.3749 0.1109 -0.1199
H -4.6415 -1.4717 -0.1372 0.8257 -0.5680 0.0657
H -3.5540 -2.3954 0.9626 -0.0582 -0.0623 -0.4366
H -3.8078 -2.9360 -0.7701 0.2542 0.6241 0.6791
H -1.6643 -3.8783 2.0284 0.2529 0.1062 0.1543
H -0.2907 -3.6839 3.2162 -0.4443 -0.1044 -0.8143
H -0.0259 -4.4109 1.6072 -0.2223 0.4197 0.1205
H -1.9704 -0.4666 2.6148 0.7135 0.0290 -0.0774
H -0.3426 0.3253 2.6602 -0.1934 -0.0873 0.0728
H -0.7408 -1.0405 3.7705 0.0482 0.3980 -0.7348
H 2.1761 -2.8776 1.7930 -0.1164 0.5149 -0.0207
H 1.8324 -1.6575 3.0502 -0.3004 -0.2345 -0.9564
H 2.2415 -1.1081 1.4000 -0.0992 -0.4590 0.2180
H 2.1013 -3.8129 -0.1042 0.0393 0.5117 -0.5640
H 2.7483 -2.2002 -0.4638 0.0359 -0.0661 -0.1651
H 2.7179 -3.4693 -1.7614 -0.5834 0.5345 0.8692
H -0.3708 -4.9628 -1.1025 -0.0113 0.2930 -0.1901
H 0.5036 -4.6556 -2.6565 -0.6310 -0.0288 0.4612
H -1.2165 -4.1840 -2.5016 0.2249 -0.1661 0.2766
H 0.2478 -0.5916 -3.0729 0.2794 -0.5217 -0.1500
H 0.2564 -2.1738 -3.9208 0.3237 0.3490 0.1198
H 1.8084 -1.4713 -3.2805 -0.6646 -0.1553 -0.0105

E_tot readings, ordered: -271.54153, -1278.36174, -3094.77759, -1966.04319 Eh